Entry 1:
DFT (the ωB97M-V functional and the def2-TZVPD basis) results for one molecule with the formula C3H6N4O at a distorted geometry.

Output
2S+1 = 1
ΔE to the lowest compared entry with this formula, charge and spin = 121.6 kcal/mol
Frontier orbital gap = 8.39 eV
HOMO = -0.288 Ha
E_LUMO = 0.548 eV
DFT total energy = -412.01512 a.u.

Last column: natural (NBO) charge in e.
Cartesian coordinates (Å):
1 C -0.86 -0.88 0.11  -0.2490
2 C -1.87 -0.01 0.06  0.4719
3 C 2.40 0.58 0.14  -0.4586
4 N 0.00 1.16 -0.03  -0.0805
5 N 1.50 -0.51 0.08  -0.3412
6 N 0.32 -0.07 0.04  0.1247
7 N -3.19 -0.14 0.03  -0.8152
8 O -1.35 1.26 -0.03  -0.3026
9 H -0.88 -1.89 0.00  0.2314
10 H 3.47 0.07 0.45  0.2023
11 H 2.29 1.11 -0.76  0.1983
12 H 2.14 1.32 0.94  0.1926
13 H -3.75 -0.98 0.20  0.4172
14 H -3.75 0.69 0.38  0.4089

***

Entry 2:
DFT (the ωB97M-V functional and the def2-TZVPD basis) results for one molecule with the formula C3H6N4O at a distorted geometry.

Output
2S+1 = 1
ΔE to the lowest compared entry with this formula, charge and spin = 36.2 kcal/mol
Frontier orbital gap = 9.69 eV
HOMO = -0.331 Ha
E_LUMO = 0.668 eV
SMILES = NCc1nc(O)n[nH]1
DFT total energy = -412.15118 a.u.

Last column: natural (NBO) charge in e.
Cartesian coordinates (Å):
1 C -1.40 0.51 0.61  -0.2750
2 N 0.75 1.44 -0.31  -0.3747
3 C 1.81 -0.40 -0.47  0.5821
4 C 0.03 0.40 0.16  0.4043
5 N -2.18 -0.69 0.36  -0.8058
6 O 2.76 -1.28 -0.76  -0.6410
7 N 1.72 0.79 -1.06  -0.3766
8 N 0.80 -0.67 0.39  -0.5599
9 H 2.57 -2.09 -0.27  0.4955
10 H 0.39 2.32 -0.66  0.4073
11 H -2.17 -0.92 -0.63  0.3555
12 H -1.77 -1.47 0.86  0.3686
13 H -1.43 0.71 1.68  0.2202
14 H -1.87 1.35 0.09  0.1994

***

Entry 3:
DFT (the ωB97M-V functional and the def2-TZVPD basis) results for a 2-piece molecular cluster, C3H6N4O overall at a distorted geometry.

Output
2S+1 = 1
ΔE to the lowest compared entry with this formula, charge and spin = 188.0 kcal/mol
Frontier orbital gap = 9.33 eV
HOMO = -0.336 Ha
E_LUMO = 0.194 eV
DFT total energy = -411.90938 a.u.

Last column: natural (NBO) charge in e.
Cartesian coordinates (Å):
1 C 0.31 -0.73 -0.04  0.5284
2 C -0.54 1.27 0.61  -0.3141
3 C -0.25 1.80 -0.83  0.0742
4 H -1.46 -1.61 1.24  0.4885
5 H 1.27 -2.56 -0.01  0.3798
6 H -1.56 1.55 0.70  0.2190
7 H 0.15 1.61 1.38  0.2275
8 H -0.45 2.87 -0.96  0.2087
9 H 1.19 -0.51 -1.79  0.3916
10 N 0.31 -2.10 0.07  -0.3786
11 N -0.56 -0.21 0.68  -0.5094
12 N 0.45 1.08 -1.69  -0.2418
13 N 1.16 -0.04 -0.93  -0.4811
14 O -0.05 -2.43 1.57  -0.5926